Below is a cluster of 4 separate species, C30H54F9N3OP in total, with properties calculated with ωB97M-V/def2-TZVPD.

Last columns: bonded neighbours and bond lengths (Å).
Positions of all 98 atoms, in Å:
1 C 5.518 0.420 1.986  C2 1.534, H30 1.095, H31 1.094, H32 1.095
2 C 4.088 0.029 1.587  C1 1.534, C3 1.546, H33 1.095, H34 1.094
3 C 4.051 -1.125 0.560  C2 1.546, C4 1.537, H35 1.094, H36 1.097
4 C 2.829 -2.049 0.687  C3 1.537, C5 1.548, H37 1.095, H38 1.097
5 C 1.625 -1.642 -0.198  C4 1.548, C6 1.526, H39 1.099, H40 1.096
6 C 0.270 -1.951 0.433  C5 1.526, P7 1.923, H41 1.097, H42 1.099
7 P -1.174 -2.380 -0.763  C6 1.923, C8 1.935, O23 1.799, H43 1.483, H44 1.477, H45 1.449
8 C -1.562 -0.517 -1.107  P7 1.935, C9 1.519, H46 1.099, H47 1.095
9 C -2.907 -0.047 -0.579  C8 1.519, C10 1.523, H48 1.095, H49 1.088
10 C -3.308 1.368 -0.977  C9 1.523, F11 1.368, F12 1.384, C13 1.567
11 F -2.256 2.148 -1.370  C10 1.368
12 F -4.182 1.372 -2.049  C10 1.384
13 C -4.032 2.183 0.148  C10 1.567, F14 1.357, F15 1.359, C16 1.556
14 F -3.490 1.898 1.359  C13 1.357
15 F -3.887 3.519 -0.056  C13 1.359
16 C -5.560 1.905 0.245  C13 1.556, F17 1.349, F18 1.349, C19 1.557
17 F -5.812 0.592 0.069  C16 1.349
18 F -6.220 2.601 -0.705  C16 1.349
19 C -6.169 2.305 1.621  C16 1.557, F20 1.334, F21 1.325, F22 1.333
20 F -7.492 2.432 1.502  C19 1.334
21 F -5.924 1.382 2.539  C19 1.325
22 F -5.685 3.467 2.060  C19 1.333
23 O -2.268 -2.372 0.665  P7 1.799, C24 1.393
24 C -2.836 -3.593 1.021  O23 1.393, C25 1.532, H50 1.108, H51 1.103
25 C -4.264 -3.450 1.557  C24 1.532, C26 1.532, C27 1.541, H52 1.102
26 C -5.193 -2.787 0.535  C25 1.532, H53 1.090, H54 1.093, H55 1.097
27 C -4.304 -2.791 2.949  C25 1.541, C28 1.540, C29 1.537, H56 1.097
28 C -5.710 -2.899 3.567  C27 1.540, H57 1.095, H58 1.097, H59 1.095
29 C -3.866 -1.318 2.939  C27 1.537, H60 1.091, H61 1.099, H62 1.092
30 H 6.170 0.390 1.107  C1 1.095
31 H 5.918 -0.267 2.736  C1 1.094
32 H 5.567 1.437 2.387  C1 1.095
33 H 3.518 -0.269 2.474  C2 1.095
34 H 3.590 0.908 1.167  C2 1.094
35 H 4.046 -0.669 -0.434  C3 1.094
36 H 4.987 -1.690 0.640  C3 1.097
37 H 3.116 -3.082 0.469  C4 1.095
38 H 2.495 -2.033 1.732  C4 1.097
39 H 1.703 -0.556 -0.351  C5 1.099
40 H 1.707 -2.142 -1.170  C5 1.096
41 H -0.048 -1.114 1.067  C6 1.097
42 H 0.354 -2.825 1.093  C6 1.099
43 H -2.347 -2.751 -1.590  P7 1.483
44 H -0.915 -3.819 -0.550  P7 1.477
45 H -0.323 -2.403 -1.936  P7 1.449
46 H -1.550 -0.421 -2.202  C8 1.099
47 H -0.747 0.105 -0.722  C8 1.095
48 H -3.680 -0.699 -0.999  C9 1.095
49 H -2.943 -0.147 0.504  C9 1.088
50 H -2.226 -4.055 1.823  C24 1.108
51 H -2.846 -4.293 0.168  C24 1.103
52 H -4.631 -4.481 1.686  C25 1.102
53 H -5.177 -1.699 0.599  C26 1.090
54 H -4.893 -3.056 -0.481  C26 1.093
55 H -6.233 -3.098 0.691  C26 1.097
56 H -3.600 -3.346 3.582  C27 1.097
57 H -6.190 -3.853 3.324  C28 1.095
58 H -6.349 -2.101 3.169  C28 1.097
59 H -5.673 -2.786 4.656  C28 1.095
60 H -4.268 -0.773 2.083  C29 1.091
61 H -4.243 -0.825 3.846  C29 1.099
62 H -2.781 -1.206 2.895  C29 1.092
63 C 2.683 0.518 -3.570  C64 1.524, H68 1.091, H69 1.091, H70 1.093
64 C 3.872 -0.434 -3.629  C63 1.524, C65 1.529, H71 1.089, H72 1.089
65 C 3.772 -1.451 -4.765  C64 1.529, C66 1.462, H73 1.091, H74 1.092
66 C 2.612 -2.323 -4.595  C65 1.462, N67 1.147
67 N 1.676 -2.978 -4.480  C66 1.147
68 H 1.753 -0.019 -3.375  C63 1.091
69 H 2.815 1.248 -2.770  C63 1.091
70 H 2.571 1.064 -4.510  C63 1.093
71 H 3.953 -0.970 -2.683  C64 1.089
72 H 4.798 0.125 -3.759  C64 1.089
73 H 4.676 -2.061 -4.801  C65 1.091
74 H 3.690 -0.945 -5.729  C65 1.092
75 C 8.266 3.305 -3.451  C76 1.524, H80 1.091, H81 1.090, H82 1.091
76 C 8.715 3.134 -4.897  C75 1.524, C77 1.532, H83 1.091, H84 1.092
77 C 7.637 2.495 -5.778  C76 1.532, C78 1.462, H85 1.091, H86 1.092
78 C 7.320 1.133 -5.352  C77 1.462, N79 1.148
79 N 7.056 0.073 -4.998  C78 1.148
80 H 8.056 2.341 -2.986  C75 1.091
81 H 9.040 3.798 -2.863  C75 1.090
82 H 7.361 3.913 -3.391  C75 1.091
83 H 9.620 2.526 -4.936  C76 1.091
84 H 8.967 4.106 -5.326  C76 1.092
85 H 7.959 2.462 -6.820  C77 1.091
86 H 6.720 3.087 -5.743  C77 1.092
87 C -2.931 4.125 4.013  C88 1.524, H92 1.091, H93 1.090, H94 1.092
88 C -2.781 2.914 4.926  C87 1.524, C89 1.532, H95 1.091, H96 1.092
89 C -1.481 2.143 4.676  C88 1.532, C90 1.461, H97 1.091, H98 1.092
90 C -1.441 1.577 3.330  C89 1.461, N91 1.147
91 N -1.416 1.112 2.282  C90 1.147
92 H -2.972 3.823 2.965  C87 1.091
93 H -3.848 4.669 4.240  C87 1.090
94 H -2.091 4.813 4.134  C87 1.092
95 H -3.628 2.240 4.786  C88 1.091
96 H -2.794 3.231 5.971  C88 1.092
97 H -1.377 1.328 5.394  C89 1.091
98 H -0.618 2.800 4.805  C89 1.092

Calculated values
LUMO energy	1.87	eV
electronic energy	-2655.1138	hartree
total charge	-1